86
Properties=species:S:1:pos:R:3:forces:R:3 method="wB97M-V/def2-TZVPD" gap_ev="4.6654 / 4.8204" spin_multiplicity=1 lumo_energy_ev="0.2 / 0.0" e_homo_ev="-4.5 / -4.8" largest_force_ev_per_a=2.93
O -0.3105 -2.6025 -0.6414 -0.188 2.058 1.214
C -0.1852 -3.7426 -1.2047 -0.694 -2.325 -0.914
C -0.7347 -4.9273 -0.5885 0.534 0.622 -0.607
C -0.8908 -5.0069 0.8163 -0.181 -0.162 0.074
H -0.5525 -4.1694 1.4297 -0.197 -0.225 -0.203
C -1.3918 -6.1681 1.3911 0.047 0.052 -0.184
H -1.4953 -6.2269 2.4744 0.037 -0.017 -0.203
C -1.7432 -7.2691 0.5971 -0.099 0.068 0.032
H -2.1280 -8.1809 1.0688 0.150 0.375 -0.273
C -1.5948 -7.1850 -0.7971 0.102 -0.023 0.098
H -1.8646 -8.0461 -1.4069 0.049 0.176 0.045
C -1.0922 -6.0345 -1.3916 0.146 -0.371 0.371
H -0.9235 -5.9681 -2.4689 -0.179 -0.095 0.267
H 0.2461 -3.7822 -2.2211 -0.261 -0.162 0.341
C 2.8813 -3.8765 -1.3822 0.720 -0.543 -0.218
C 2.4815 -2.4712 -1.5937 -1.218 1.963 0.940
H 3.9762 -3.9782 -1.3852 -0.052 -0.162 0.005
H 2.4950 -4.5189 -2.1862 0.066 0.028 0.156
H 2.5090 -4.2646 -0.4359 -0.043 -0.072 -0.015
C 3.0796 -1.6253 -2.4211 0.980 0.212 -0.667
C 4.2960 -1.8610 -3.2836 0.072 -0.144 -0.271
H 2.7314 -0.5926 -2.5398 -0.112 -0.179 0.282
H 4.3282 -2.8817 -3.6899 0.105 0.242 0.089
H 5.2310 -1.6733 -2.7324 -0.146 -0.132 -0.100
H 4.2753 -1.1479 -4.1165 0.150 -0.226 -0.044
Al 1.0943 -1.4289 -0.4617 0.874 -2.436 -1.383
Cl 1.6726 -2.3293 1.4687 0.099 0.206 1.022
Cl -1.2265 -0.3685 0.5449 -0.114 -1.251 0.010
C 3.0167 0.3710 0.6233 -1.551 -0.293 -0.979
O 1.9286 0.2374 -0.0435 1.546 0.729 1.062
N 3.5623 1.5500 0.8534 0.045 -0.286 0.037
C 2.9905 2.7904 0.3350 0.081 0.157 0.210
C 4.7452 1.6359 1.7101 -0.012 -0.075 0.013
H 3.5310 -0.5179 1.0150 -0.208 0.263 -0.066
H 2.4691 2.6149 -0.6052 0.100 -0.113 0.164
H 3.8120 3.4911 0.1704 -0.067 -0.069 -0.040
H 2.2994 3.2345 1.0619 0.085 -0.164 -0.197
H 5.1172 0.6182 1.8796 -0.007 0.353 0.017
H 4.4998 2.0961 2.6792 -0.015 -0.120 -0.309
H 5.5185 2.2375 1.2171 -0.160 -0.189 0.087
H 0.0907 2.5587 -3.6049 -0.027 -0.214 -0.032
H -2.4614 1.9445 -3.7765 0.167 -0.284 -0.007
C 0.3221 1.5063 -3.7998 -0.030 0.141 -0.038
C -2.1081 0.9346 -4.0335 -0.053 -0.069 -0.036
N -0.8150 0.6714 -3.4194 -0.001 -0.297 -0.046
H 1.1976 1.2098 -3.2154 -0.256 0.032 -0.163
C -0.6611 -0.3312 -2.5667 1.701 0.213 1.129
O 0.4418 -0.4996 -1.9617 -1.871 1.010 -1.296
H -2.8235 0.1947 -3.6544 0.105 0.249 -0.180
H -1.5296 -0.9746 -2.3732 0.225 0.085 0.006
H 0.5279 1.3799 -4.8696 -0.036 -0.037 0.183
H -2.0355 0.8485 -5.1252 -0.044 0.008 0.222
C 1.7513 2.2161 4.3209 -0.031 -0.203 -0.105
C 1.2522 0.9249 4.1264 0.099 0.133 0.236
C 0.2043 0.7014 3.2410 -0.045 0.042 -0.145
C -0.3254 1.7710 2.5010 0.402 -0.100 0.271
C 0.1740 3.0726 2.6979 0.040 -0.059 -0.006
C 1.2098 3.2857 3.6053 -0.071 0.020 -0.060
P -1.6305 1.4975 1.3138 -0.042 2.640 -1.071
C -3.2569 1.3618 2.0086 -0.563 0.050 0.318
C -4.2062 0.4827 1.4550 0.080 0.373 0.301
C -5.4976 0.4537 1.9783 -0.044 0.155 0.073
C -5.8526 1.3027 3.0320 0.308 -0.073 -0.155
C -4.9102 2.1899 3.5678 0.005 -0.086 -0.046
C -3.6104 2.2258 3.0663 -0.248 -0.406 -0.292
C -1.5498 2.7071 0.0055 -0.596 -0.948 1.573
C -2.5988 3.6234 -0.2136 -0.378 0.762 -0.554
C -2.3681 4.7647 -0.9804 -0.604 -0.792 0.486
C -1.1108 4.9810 -1.5464 0.787 0.285 -0.448
C -0.1018 4.0188 -1.4208 -0.323 -0.005 0.161
C -0.3356 2.8616 -0.6847 0.935 -0.039 -0.286
H 2.5647 2.3877 5.0297 -0.250 -0.061 -0.220
H 1.6855 0.0823 4.6657 -0.144 0.217 -0.115
H -0.1824 -0.3095 3.0977 0.229 0.269 -0.012
H -0.2365 3.9149 2.1305 0.107 -0.378 0.157
H 1.6038 4.2930 3.7485 -0.143 -0.250 -0.020
H -3.9362 -0.1620 0.6205 -0.033 0.090 0.263
H -6.2262 -0.2366 1.5514 0.156 0.218 0.164
H -6.8643 1.2689 3.4367 0.274 0.036 -0.103
H -5.1892 2.8592 4.3814 0.045 -0.183 -0.201
H -2.8764 2.9257 3.4701 -0.187 -0.240 -0.087
H -3.5806 3.4409 0.2267 0.277 0.160 -0.007
H -3.1713 5.4889 -1.1299 0.232 -0.232 0.057
H -0.9159 5.8897 -2.1157 -0.071 -0.210 0.142
H 0.8697 4.1718 -1.8994 -0.316 -0.027 0.085
H 0.4183 2.0682 -0.6264 -0.250 0.331 0.040


87
Properties=species:S:1:pos:R:3:forces:R:3 method="wB97M-V/def2-TZVPD" gap_ev=7.8518 spin_multiplicity=1 lumo_energy_ev=-6.3 total_charge=+2 e_homo_ev=-14.1 e_above_lowest_ev=0.000 largest_force_ev_per_a=0.63
Ir 0.3632 0.3712 -0.5576 0.364 0.135 0.102
C -2.0797 -2.4235 -4.4805 0.000 0.006 0.000
C -1.5479 -2.2263 -3.1035 0.021 0.024 -0.010
C -1.6093 -3.0778 -2.0176 -0.040 -0.120 -0.122
C -0.9108 -2.4528 -0.9934 -0.098 -0.113 0.035
N -0.4980 -1.2526 -1.4161 0.180 -0.002 -0.040
N -0.8645 -1.1310 -2.7274 -0.074 0.064 -0.067
B -0.3810 0.0458 -3.6035 0.115 -0.003 -0.006
N 1.1729 0.1288 -3.4050 -0.016 0.210 0.151
N 1.5939 0.2048 -2.1315 0.166 0.020 -0.036
C 2.9200 0.1185 -2.0728 -0.158 0.056 -0.018
C 3.3940 0.0399 -3.3858 0.026 -0.104 0.014
C 2.2636 0.0409 -4.1984 0.003 -0.131 0.047
C 2.1613 -0.0756 -5.6783 0.010 0.022 -0.020
C 3.4752 0.1287 -0.7110 -0.025 0.037 -0.020
C 2.6485 -0.2459 0.3700 -0.232 -0.104 -0.155
C 3.0913 -0.1497 1.6812 0.022 -0.038 -0.016
C 4.3732 0.3169 1.9367 -0.010 0.008 0.001
C 5.1996 0.6790 0.8818 0.006 -0.023 0.032
C 4.7553 0.5890 -0.4301 -0.047 -0.027 -0.069
N -0.9931 1.3312 -2.9960 -0.131 0.051 0.042
N -0.6978 1.5781 -1.7072 -0.070 0.007 0.067
C -0.9015 2.8700 -1.4404 0.005 -0.131 0.166
C -1.4820 3.4538 -2.5638 0.089 0.095 -0.059
C -1.4954 2.4619 -3.5376 0.059 0.010 0.046
C -1.9190 2.5442 -4.9616 -0.031 -0.014 -0.005
C -0.3062 3.3394 -0.1850 0.091 0.177 0.023
C 0.9059 2.7262 0.2128 0.000 -0.189 -0.599
C 1.5168 3.0799 1.4108 -0.052 -0.013 0.060
C 0.9314 4.0450 2.2134 0.067 -0.057 0.108
C -0.2465 4.6621 1.8142 -0.029 0.045 0.015
C -0.8630 4.3210 0.6179 -0.113 -0.107 -0.086
C -0.6019 -3.0512 0.3060 0.005 -0.096 0.203
C -1.6320 -3.5877 1.0768 -0.016 -0.043 -0.006
C -1.3456 -4.2204 2.2765 0.066 -0.074 0.025
C -0.0281 -4.3367 2.7064 -0.057 0.014 -0.044
C 1.0046 -3.8484 1.9159 -0.044 -0.016 0.080
C 0.7188 -3.2156 0.7167 0.140 0.037 -0.184
H -2.6166 -3.3673 -4.5282 -0.001 -0.003 0.002
H -2.7641 -1.6237 -4.7607 -0.002 0.012 -0.004
H -1.2738 -2.4511 -5.2132 0.002 -0.002 -0.011
H -2.0487 -4.0608 -1.9844 0.025 0.021 -0.003
H -0.6765 -0.0902 -4.7439 0.001 -0.010 -0.005
H 4.4130 -0.0568 -3.7170 0.021 0.023 -0.009
H 3.1548 -0.1497 -6.1125 0.002 0.001 -0.004
H 1.5964 -0.9630 -5.9631 -0.004 -0.006 -0.003
H 1.6645 0.7943 -6.1075 -0.003 0.004 -0.006
H 1.7286 -0.8931 0.2282 0.058 0.065 -0.059
H 2.4593 -0.4780 2.4951 -0.020 0.007 0.005
H 4.7322 0.3795 2.9545 0.005 0.002 0.014
H 6.2007 1.0362 1.0806 0.009 0.005 0.005
H 5.4012 0.8931 -1.2430 0.005 0.010 -0.010
H -1.7925 4.4769 -2.6850 0.014 0.013 -0.013
H -2.3231 3.5318 -5.1677 0.001 0.004 -0.001
H -1.0757 2.3726 -5.6303 0.002 0.000 -0.009
H -2.6859 1.8043 -5.1878 -0.006 -0.011 -0.005
H 1.5522 2.2382 -0.5613 -0.353 0.035 0.305
H 2.4611 2.6353 1.6876 0.068 -0.056 0.016
H 1.4069 4.3387 3.1391 -0.005 -0.004 0.012
H -0.6912 5.4208 2.4441 0.001 0.017 -0.006
H -1.7870 4.8012 0.3216 0.005 -0.012 0.019
H -2.6595 -3.5073 0.7366 0.057 -0.025 0.012
H -2.1493 -4.6343 2.8706 -0.001 -0.009 0.011
H 0.1948 -4.8403 3.6372 -0.002 -0.007 0.013
H 2.0334 -3.9945 2.2163 0.021 0.003 0.015
H 1.5327 -2.9285 0.0511 -0.165 -0.014 0.144
C -3.4033 0.3018 4.2826 -0.006 0.004 -0.006
Ge -1.5455 -0.2267 4.5435 0.054 0.038 0.008
C -1.3682 -1.8047 5.6642 -0.002 -0.005 -0.008
C -0.4574 1.2699 5.1604 -0.019 0.007 -0.048
C -0.7934 -0.7402 2.7666 -0.013 -0.012 -0.025
Se -1.1969 0.5769 1.3994 -0.025 0.140 -0.073
C -2.8700 -0.1455 0.7407 0.031 -0.016 -0.049
H -3.8461 0.5670 5.2423 0.002 0.006 0.008
H -3.9914 -0.5139 3.8611 -0.010 -0.010 0.005
H -3.4822 1.1742 3.6313 -0.002 0.000 0.014
H -1.6945 -1.5836 6.6796 -0.007 0.001 0.014
H -0.3307 -2.1365 5.7058 0.006 0.002 0.000
H -1.9799 -2.6207 5.2799 -0.008 -0.011 -0.001
H -0.9371 1.7771 5.9962 -0.007 0.006 0.019
H -0.3221 1.9973 4.3561 -0.004 -0.002 0.026
H 0.5222 0.9255 5.4924 0.011 -0.001 -0.016
H -1.1620 -1.7024 2.4198 0.037 0.097 0.034
H 0.2918 -0.8022 2.8241 0.049 0.033 0.029
H -3.6238 0.0010 1.5087 0.009 0.003 0.006
H -2.7537 -1.1997 0.5067 -0.007 0.049 -0.005
H -3.1302 0.4199 -0.1515 -0.013 -0.004 -0.010